[1]
CH13N3O4 | ωB97M-V/def2-TZVPD

Properties
Highest occupied orbital energy (eV): -9.10
Frontier orbital gap (eV): 3.33
F_max (eV/A): 4.2
Spin multiplicity: 1
ΔE to the lowest compared entry with this formula, charge and spin (kcal per mole): 208.42
E_tot (Eh): -510.8217
Molar mass (g/mol): 131.1

Each line ends with the natural charge from an NBO analysis.
Cartesian coordinates (Å):
N: -2.90312 -0.78359 0.68487  -0.738
C: -1.54173 -1.41440 0.35455  0.120
N: -0.66755 -0.77656 1.34849  -0.701
N: -1.16626 -1.19657 -1.03218  -0.328
H: -3.09753 -0.87476 1.66127  0.381
H: -2.93568 0.17693 0.40883  0.390
H: 0.14195 -0.41611 0.71880  0.444
H: -0.22196 -1.46053 2.03413  0.404
H: -1.68057 -2.56712 0.60732  0.301
H: 2.94231 0.34793 2.02034  0.459
H: 2.25309 1.07095 0.80800  0.505
O: 2.13798 0.37027 1.54129  -1.028
H: -0.81287 0.75784 -1.27592  0.438
H: 0.49575 1.77529 -1.03407  0.510
O: -0.47930 1.71190 -1.10542  -0.939
H: 2.36861 2.83420 -0.50748  0.460
H: -1.82472 -1.43498 -1.80828  0.384
O: 2.15781 1.91160 -0.39916  -1.056
H: 0.94499 -0.39541 -1.80205  0.444
H: 2.03173 0.61016 -1.39013  0.502
O: 1.85708 -0.24705 -1.83320  -0.952

***

[2]
C5H12NO2 | ωB97M-V/def2-TZVPD

Properties
Highest occupied orbital energy (eV): -2.82
Frontier orbital gap (eV): 6.60
F_max (eV/A): 3.6
Spin multiplicity: 1
Net charge: -1
ΔE to the lowest compared entry with this formula, charge and spin (kcal per mole): 90.21
E_tot (Eh): -402.8857
Molar mass (g/mol): 118.2

Each line ends with the natural charge from an NBO analysis.
Cartesian coordinates (Å):
C: -0.27662 -0.10559 -0.98529  -0.206
C: -0.00728 1.17640 -0.13862  -0.554
C: 0.93484 0.92982 0.93239  -0.108
C: 2.22385 1.31813 0.96891  -0.523
N: -1.07530 -1.13606 -0.35075  -0.721
C: -2.52592 -0.61729 -0.08417  0.143
O: -2.77179 0.63370 -0.43209  -0.920
H: 0.65680 -0.41252 -1.49054  0.166
H: -0.79619 0.33641 -1.84400  0.176
H: -1.12651 1.34396 0.18615  0.326
H: 0.12430 1.99931 -0.83578  0.203
H: 0.75875 0.13768 1.65532  0.195
H: 2.76344 1.11019 1.88465  0.184
H: 2.65896 1.98615 0.23461  0.182
H: -1.14054 -1.91125 -1.00116  0.337
H: -3.24225 -1.35644 -0.51668  0.071
H: -2.55409 -0.76344 1.04571  0.056
H: 1.96186 -1.56903 0.36959  0.481
H: 3.19541 -0.72739 0.39550  0.475
O: 2.91805 -1.64358 0.25473  -0.963

***

[3]
C2H16N2O4 | ωB97M-V/def2-TZVPD

Properties
Highest occupied orbital energy (alpha / beta) (eV): -13.24 / -13.51
Frontier orbital gap (alpha / beta) (eV): 5.23 / 5.95
F_max (eV/A): 3.6
Spin multiplicity: 2
Net charge: +1
ΔE to the lowest compared entry with this formula, charge and spin (kcal per mole): 149.98
<S²>: 1.76
E_tot (Eh): -495.7111
Molar mass (g/mol): 132.2

Each line ends with the natural charge from an NBO analysis.
Cartesian coordinates (Å):
C: 2.59438 -0.25147 -0.15440  -0.420
N: 1.94979 -1.58644 -0.29259  -0.808
C: -0.77607 1.19842 -0.41079  -0.508
N: -0.30725 0.29386 0.59502  -0.362
H: 2.55996 -0.08786 0.89133  0.216
H: 3.64806 -0.23670 -0.41135  0.223
H: 1.88284 0.35723 -0.67960  0.178
H: 2.50427 -2.38813 -0.07323  0.388
H: -1.54356 1.87607 -0.04873  0.245
H: 0.03516 1.88550 -0.69567  0.279
H: -1.12747 -0.15251 1.05109  0.422
H: 0.33047 -0.34665 0.06658  0.440
H: -0.96616 0.65617 -1.34986  0.318
H: -3.52004 -0.57021 2.09622  0.476
O: -2.76692 -0.47697 1.47551  -0.416
H: -4.26461 -1.06729 -1.18115  0.478
H: -3.38681 -0.35307 -0.15652  0.457
O: -3.77521 -0.24933 -1.03984  -0.954
H: 0.65256 -1.58133 -3.17882  0.451
H: 1.62844 -1.65547 -1.25667  0.355
O: 0.71684 -0.87213 -2.51174  -0.465
H: 0.72429 1.37269 2.18699  0.456
H: 1.70792 2.30619 2.96885  0.493
O: 1.49913 1.92946 2.10938  -0.941

***

[4]
C24H27BF2N5PdSSb | ωB97M-V/def2-TZVPD

Properties
Highest occupied orbital energy (eV): -13.29
Frontier orbital gap (eV): 6.29
F_max (eV/A): 9.1
Spin multiplicity: 1
Net charge: +2
E_tot (Eh): -2194.5533
Molar mass (g/mol): 694.6

Each line ends with the natural charge from an NBO analysis.
Cartesian coordinates (Å):
Pd: 0.67475 0.35320 -0.58730  0.807
C: 0.46293 -2.71505 0.55105  -0.683
C: 1.00585 -2.56987 -0.83655  0.280
C: 1.50026 -3.68765 -1.52439  -0.232
C: 2.02499 -3.52662 -2.80483  -0.096
C: 2.06888 -2.25892 -3.38069  -0.278
C: 1.58196 -1.15865 -2.66923  -0.080
N: 1.03752 -1.34070 -1.42973  -0.510
Sb: 1.64546 0.76375 -3.66662  1.255
C: -0.40505 0.58264 -3.33879  -0.101
C: -1.33876 0.65593 -4.37147  -0.255
C: -2.69192 0.53123 -4.06664  -0.093
C: -3.08836 0.33490 -2.74373  -0.228
C: -2.11637 0.26304 -1.73137  0.278
C: -2.53034 0.05431 -0.30919  -0.778
N: -0.79192 0.38719 -2.04719  -0.462
C: 1.34929 2.39883 -2.27430  -0.093
C: 1.67892 3.68319 -2.71709  -0.277
C: 1.47210 4.77643 -1.87723  -0.099
C: 0.93959 4.58206 -0.60405  -0.222
C: 0.60375 3.28511 -0.19022  0.292
C: 0.04491 3.04317 1.17719  -0.701
N: 0.79828 2.23369 -1.03710  -0.515
H: 0.52607 -3.76581 0.90590  0.231
H: -0.59732 -2.41069 0.57859  0.291
H: 1.04783 -2.07496 1.24421  0.183
H: 1.48001 -4.67303 -1.07560  0.244
H: 2.40210 -4.38307 -3.34884  0.249
H: 2.47733 -2.13139 -4.37477  0.247
H: -1.01867 0.81187 -5.39355  0.248
H: -3.43312 0.58899 -4.85338  0.251
H: -4.14208 0.24012 -2.51248  0.250
H: -3.63410 -0.01983 -0.21037  0.282
H: -2.18439 0.90118 0.30993  0.322
H: -2.08874 -0.88025 0.07386  0.293
H: 2.09059 3.83323 -3.70652  0.245
H: 1.72706 5.77373 -2.21157  0.248
H: 0.78830 5.43284 0.04897  0.250
H: -0.03942 3.98713 1.75672  0.244
H: 0.71120 2.34860 1.73033  0.267
H: -0.96357 2.59820 1.09881  0.273
C: 0.13917 -3.55678 3.46269  -0.671
C: 0.21249 -2.06510 3.37202  0.309
C: -0.51289 -1.23965 4.13327  -0.278
C: -0.29718 0.20598 3.89209  0.382
N: 0.52504 0.68937 3.01655  -0.493
C: 1.25412 -0.18473 2.25168  0.266
S: 2.35466 0.29408 1.08129  0.048
N: 1.07765 -1.53478 2.45051  -0.536
C: -1.09309 1.17682 4.72680  -0.668
H: -0.57679 -3.88376 4.22416  0.264
H: 1.11809 -3.97256 3.72373  0.256
H: -0.17421 -3.98327 2.50402  0.244
H: -1.21793 -1.56827 4.88328  0.265
H: 1.63663 -2.14351 1.86361  0.466
H: -1.75159 0.65908 5.42892  0.237
H: -1.70155 1.80379 4.06847  0.255
H: -0.40612 1.81431 5.29113  0.267
F: -1.53351 1.23209 1.47049  -0.603
B: -0.84202 0.08498 0.93027  0.918
F: -1.14824 -1.23921 1.41891  -0.633
H: 1.86148 0.56305 -1.77466  -0.123

***

[5]
C5H11NO | ωB97M-V/def2-TZVPD

Properties
Highest occupied orbital energy (eV): -8.82
Frontier orbital gap (eV): 9.87
F_max (eV/A): 0.3
Spin multiplicity: 1
ΔE to the lowest compared entry with this formula, charge and spin (kcal per mole): 59.80
Structure (SMILES): C=CN1C[C@@H]1C.O
E_tot (Eh): -327.0361
Molar mass (g/mol): 101.1

Each line ends with the natural charge from an NBO analysis.
Cartesian coordinates (Å):
C: 1.87298 0.31452 -1.46112  -0.615
C: 1.15688 -0.60754 -0.51282  -0.063
C: 1.47213 -0.70337 0.93490  -0.248
N: 0.27809 -0.01128 0.48545  -0.438
C: -0.97537 -0.63307 0.67923  -0.050
C: -1.98886 -0.45855 -0.16694  -0.442
O: -2.46445 2.08675 1.04322  -0.941
H: 1.18678 0.66711 -2.23936  0.215
H: 2.70451 -0.20513 -1.94875  0.215
H: 2.26559 1.18689 -0.93044  0.217
H: 0.75956 -1.52022 -0.95991  0.199
H: 2.24418 -0.06798 1.36534  0.203
H: 1.34214 -1.66718 1.42701  0.194
H: -1.08119 -1.23195 1.58410  0.194
H: -2.14046 1.22355 1.33148  0.476
H: -1.87223 0.17056 -1.04664  0.203
H: -2.96817 -0.88392 0.01490  0.216
H: -1.79212 2.34082 0.40034  0.464

***

[6]
C2H2Cl3NO4 | ωB97M-V/def2-TZVPD

Properties
Highest occupied orbital energy (alpha / beta) (eV): -9.73 / -9.73
Frontier orbital gap (alpha / beta) (eV): 5.33 / 5.33
F_max (eV/A): 4.5
Spin multiplicity: 1
ΔE to the lowest compared entry with this formula, charge and spin (kcal per mole): 57.60
E_tot (Eh): -1813.4132
Molar mass (g/mol): 210.4

Each line ends with the natural charge from an NBO analysis.
Cartesian coordinates (Å):
C: -0.04084 0.31181 0.27456  0.078
C: 1.39450 -0.28983 -0.19937  0.223
O: 1.31622 -0.02610 -1.53337  -0.671
Cl: 2.73670 0.51499 0.62141  0.026
Cl: 1.46661 -2.03267 0.17772  0.011
O: -0.69353 -0.43494 -0.48841  -0.294
O: -2.54645 0.15863 0.52268  -0.156
N: -3.43342 -0.58126 0.08964  0.441
O: -4.60989 -0.50697 0.46140  -0.321
Cl: -0.16843 2.09515 -0.04140  -0.072
H: -0.01129 0.21991 1.40428  0.239
H: 2.12986 -0.30455 -1.98390  0.496